Formula: C21H52ClIN3O6S
Source: the OMol25 dataset
Level of theory: ωB97M-V with the def2-TZVPD basis set

CARTESIAN COORDINATES (ANGSTROEM)
Cl  5.901  -0.354  -1.474
C  4.399  -1.341  -1.548
C  3.148  -0.446  -1.872
C  2.238  -0.474  -0.617
S  0.521  0.120  -0.893
I  -0.546  -1.732  -2.063
H  4.542  -2.155  -2.265
H  4.249  -1.810  -0.563
H  2.649  -0.814  -2.782
H  3.537  0.554  -2.109
H  2.142  -1.525  -0.306
H  2.700  0.131  0.178
H  0.495  1.208  -1.732
C  -4.162  -8.564  0.589
O  -3.621  -7.699  -0.398
C  -4.531  -6.700  -0.842
C  -4.091  -5.322  -0.369
N  -4.261  -5.178  1.073
C  -3.628  -3.984  1.630
C  -2.104  -3.873  1.531
O  -1.396  -4.814  2.316
C  -1.203  -6.083  1.710
H  -3.457  -9.382  0.732
H  -4.293  -8.049  1.544
H  -5.116  -8.986  0.262
H  -5.557  -6.917  -0.535
H  -4.503  -6.713  -1.935
H  -4.689  -4.560  -0.877
H  -3.041  -5.193  -0.668
H  -3.873  -5.989  1.534
H  -3.892  -3.955  2.690
H  -4.081  -3.100  1.169
H  -1.829  -2.892  1.932
H  -1.746  -3.886  0.493
H  -1.101  -6.012  0.624
H  -2.019  -6.762  1.966
H  -0.286  -6.512  2.116
C  8.016  6.746  -0.958
O  8.282  5.406  -0.576
C  8.442  5.233  0.828
C  7.277  4.449  1.411
N  6.050  5.243  1.403
C  4.845  4.478  1.709
C  4.446  3.360  0.742
O  4.032  3.817  -0.538
C  5.089  4.059  -1.459
H  8.080  6.799  -2.044
H  7.012  7.057  -0.654
H  8.758  7.429  -0.536
H  8.578  6.188  1.343
H  9.355  4.648  0.971
H  7.513  4.166  2.440
H  7.169  3.532  0.818
H  5.937  5.665  0.492
H  4.020  5.195  1.745
H  4.941  4.059  2.716
H  3.569  2.863  1.173
H  5.217  2.586  0.650
H  5.934  3.384  -1.309
H  5.420  5.097  -1.394
H  4.700  3.907  -2.467
C  -5.489  0.717  2.300
O  -5.217  -0.077  1.154
C  -6.213  0.026  0.139
C  -5.667  0.756  -1.079
N  -5.463  2.175  -0.802
C  -4.704  2.874  -1.837
C  -3.261  2.426  -2.073
O  -2.379  2.706  -0.991
C  -2.384  1.744  0.048
H  -4.770  0.440  3.071
H  -5.373  1.783  2.085
H  -6.494  0.523  2.682
H  -7.127  0.496  0.510
H  -6.465  -0.996  -0.158
H  -6.374  0.653  -1.906
H  -4.730  0.260  -1.363
H  -4.971  2.274  0.076
H  -4.683  3.930  -1.556
H  -5.255  2.812  -2.780
H  -2.877  3.000  -2.920
H  -3.193  1.371  -2.366
H  -2.582  0.733  -0.324
H  -3.109  2.011  0.818
H  -1.399  1.756  0.520

Forces on the atoms, in the same order (eV/Å):
Cl -0.447 -0.374 0.013
C -0.459 0.221 0.204
C 0.757 -0.376 0.018
C 0.976 0.263 -1.476
S -0.652 -0.530 0.713
I 0.426 0.855 0.163
H 0.030 0.374 0.009
H 0.361 0.174 -0.283
H -0.041 -0.034 0.431
H -0.435 -0.110 0.255
H -0.482 0.478 0.174
H -0.524 -0.093 -0.087
H 0.491 -0.692 -0.099
C 0.212 -0.031 -0.149
O -0.273 -0.048 0.224
C 0.313 0.220 -0.332
C -0.120 -0.253 0.314
N 0.200 0.179 -0.223
C -0.100 -0.207 0.079
C -0.088 0.263 0.298
O 0.044 0.047 -0.340
C 0.072 -0.025 0.324
H 0.025 0.054 -0.033
H -0.149 -0.046 0.054
H -0.036 0.031 0.070
H 0.045 0.002 0.148
H -0.047 0.004 -0.008
H -0.001 0.026 0.017
H 0.012 0.000 -0.206
H -0.056 -0.061 0.003
H 0.066 0.092 0.004
H 0.044 0.014 -0.037
H -0.015 0.000 0.035
H -0.031 -0.191 -0.082
H -0.108 0.009 -0.019
H -0.013 -0.084 -0.191
H 0.005 0.082 0.019
C 0.092 -0.225 -0.139
O -0.107 0.343 0.101
C 0.083 -0.499 0.022
C -0.069 0.347 -0.162
N 0.008 -0.336 0.022
C 0.023 0.277 -0.123
C -0.229 0.004 0.199
O 0.128 -0.327 0.007
C -0.222 0.148 -0.085
H -0.003 -0.059 0.023
H 0.017 0.161 0.066
H -0.067 0.050 0.035
H -0.135 0.049 -0.063
H 0.010 0.021 0.030
H -0.029 -0.009 0.006
H 0.170 -0.113 0.045
H 0.042 0.078 0.008
H -0.065 -0.088 0.018
H 0.040 -0.069 -0.030
H -0.039 0.050 0.012
H 0.136 0.101 -0.110
H 0.026 0.056 0.091
H 0.203 -0.058 -0.046
H -0.066 -0.034 0.051
C 0.160 -0.207 -0.032
O -0.159 0.245 0.132
C 0.201 -0.300 -0.362
C -0.052 0.233 0.373
N 0.137 -0.233 -0.254
C -0.042 0.067 0.322
C -0.093 0.355 -0.339
O 0.160 -0.414 -0.143
C 0.103 0.353 0.065
H 0.012 -0.023 -0.056
H -0.137 0.073 0.068
H -0.014 0.085 -0.006
H 0.091 0.120 0.053
H -0.045 0.007 0.004
H 0.021 0.012 -0.021
H -0.061 -0.196 -0.081
H -0.094 0.018 0.064
H 0.061 0.007 -0.086
H 0.042 -0.074 -0.017
H 0.015 0.028 0.048
H -0.025 -0.083 0.169
H -0.166 0.000 0.029
H -0.049 -0.261 0.061
H -0.017 0.086 0.024

Properties
- highest occupied orbital energy (eV) = -10.6
- lowest unoccupied orbital energy (eV) = -6.2
- Kohn-Sham gap (eV) = 4.358
- strongest force on any atom (eV Å⁻¹) = 1.79
- charge = +1


Formula: C21H52IN4O4
Source: the OMol25 dataset
Level of theory: ωB97M-V with the def2-TZVPD basis set

CARTESIAN COORDINATES (ANGSTROEM)
I  20.601  -3.885  7.765
C  21.136  -6.580  4.859
C  22.421  -7.002  5.504
C  23.533  -6.708  4.380
C  24.956  -6.478  4.930
C  24.926  -5.479  6.150
C  23.973  -5.946  7.308
N  22.616  -6.086  6.668
O  21.575  -6.320  7.578
C  24.565  -7.217  7.906
C  23.899  -4.784  8.374
C  22.362  -8.528  5.796
H  21.021  -5.514  4.664
H  20.273  -6.898  5.444
H  20.905  -6.959  3.863
H  23.592  -7.632  3.806
H  23.457  -5.937  3.614
H  25.515  -6.077  4.084
H  25.657  -7.296  5.093
H  24.692  -4.510  5.709
H  25.955  -5.331  6.476
H  25.521  -7.073  8.408
H  23.898  -7.745  8.589
H  24.789  -7.933  7.115
H  24.910  -4.786  8.781
H  23.577  -3.801  8.032
H  23.125  -5.153  9.046
H  22.049  -9.068  4.903
H  21.570  -8.733  6.516
H  23.274  -8.995  6.170
H  21.299  -5.421  7.769
C  20.035  -4.243  4.680
C  19.116  -3.343  5.390
C  18.132  -2.517  4.551
O  17.170  -1.893  5.367
C  16.589  -0.650  4.877
N  18.360  -4.135  6.414
H  19.495  -4.401  3.746
H  20.379  -5.069  5.303
H  20.853  -3.638  4.289
H  19.797  -2.645  5.876
H  17.519  -3.150  3.910
H  18.697  -1.789  3.970
H  17.373  0.083  4.685
H  16.052  -0.156  5.687
H  15.827  -0.719  4.102
H  19.098  -4.661  6.861
H  18.041  -4.886  5.819
C  20.352  -7.041  7.262
C  18.987  -6.884  8.027
C  18.769  -7.735  9.395
O  17.554  -7.495  9.973
C  17.104  -8.477  10.840
N  18.997  -5.436  8.444
H  20.199  -7.886  6.591
H  21.110  -7.186  8.032
H  20.481  -6.160  6.633
H  18.204  -6.957  7.273
H  19.566  -7.494  10.098
H  18.851  -8.794  9.152
H  16.210  -8.220  11.408
H  17.902  -8.731  11.538
H  16.842  -9.391  10.306
H  19.738  -5.322  9.121
H  19.450  -4.997  7.655
C  17.885  0.191  7.109
C  18.737  -1.033  6.763
C  20.195  -0.929  7.326
O  20.362  -0.859  8.728
C  21.641  -1.127  9.220
N  18.090  -2.238  7.258
H  16.919  -0.048  6.665
H  18.218  1.098  6.605
H  17.724  0.362  8.174
H  18.818  -0.943  5.680
H  20.485  0.032  6.901
H  20.733  -1.748  6.850
H  22.144  -1.945  8.703
H  21.601  -1.370  10.282
H  22.056  -0.130  9.076
H  18.852  -2.901  7.284
H  18.062  -1.915  8.215

Forces on the atoms, in the same order (eV/Å):
I 11.747 12.344 2.303
C -0.267 -1.794 -2.422
C 1.162 0.413 -1.534
C 1.269 -1.717 1.331
C 0.390 0.957 0.452
C 0.197 -0.841 -1.317
C 0.032 1.687 -1.327
N 4.483 1.212 -3.106
O 19.356 3.792 2.370
C -0.073 -0.638 -0.127
C 0.001 -1.866 -0.750
C 0.041 -0.134 0.161
H 3.136 -2.978 -0.925
H 0.346 0.288 -1.903
H 0.850 -0.732 -0.560
H -0.251 -0.139 -0.178
H -1.281 0.415 0.586
H 0.020 0.912 -0.009
H -0.836 -0.888 0.699
H -0.751 0.152 0.417
H 0.096 -0.275 0.533
H -0.038 0.425 0.155
H -0.236 0.240 0.159
H -0.076 0.041 -0.094
H -0.183 0.307 0.540
H 0.211 -0.294 -0.418
H 0.397 0.351 0.725
H 0.189 0.124 -0.336
H 0.668 -0.143 0.092
H 0.142 0.236 -0.100
H -0.434 2.463 1.404
C -1.734 3.335 -1.875
C -1.192 0.805 0.876
C -0.742 -0.638 -0.232
O -3.380 1.887 -2.992
C -0.104 -1.181 -0.205
N -1.345 -3.590 -5.563
H 0.034 -1.745 -0.265
H -2.543 2.744 0.645
H 0.802 -0.161 0.304
H -0.768 -0.300 -0.328
H 0.480 -0.418 -0.674
H 0.074 0.152 -0.391
H 0.143 -0.069 -0.774
H -0.628 -0.797 -0.558
H 0.400 -0.466 -0.737
H -2.746 0.982 -3.928
H -1.049 -0.802 -0.476
C -13.251 -6.138 -0.008
C -0.437 1.149 1.649
C 1.252 0.003 -2.797
O -2.178 1.336 0.178
C 0.468 -0.743 0.147
N -3.906 -5.555 2.867
H 0.137 -0.141 0.348
H -2.511 -8.455 6.003
H -5.041 0.295 -2.143
H -0.773 -0.445 0.412
H 0.417 0.134 -0.065
H 0.207 -0.410 -0.122
H 0.110 0.676 -0.179
H 0.072 -0.166 0.401
H 0.063 -0.348 -0.276
H -0.463 -0.834 0.915
H -2.550 -4.588 3.064
C -0.421 -0.292 0.289
C 1.143 1.915 2.514
C -0.539 1.694 -1.290
O -2.343 -1.253 -0.223
C 0.134 1.192 -0.305
N 0.774 4.407 3.471
H 0.887 0.539 1.731
H 0.277 0.196 0.185
H 0.374 0.002 0.119
H 0.878 -0.055 0.504
H 0.844 0.397 -0.157
H 0.603 0.824 0.426
H 0.152 0.312 -0.117
H -0.243 0.039 0.000
H 1.545 -0.157 0.319
H -1.279 1.291 1.305
H -0.409 -0.477 1.186

Properties
- highest occupied orbital energy (eV) = -1.5
- lowest unoccupied orbital energy (eV) = 2.7
- Kohn-Sham gap (eV) = 4.249
- strongest force on any atom (eV Å⁻¹) = 19.87
- charge = -1


Among the records above, which one has the highest highest occupied orbital energy?
C21H52IN4O4